[1]
2 unconnected molecules or ions with the total composition C4H11OP in a non-equilibrium geometry. Source: OMol25; level of theory: the ωB97M-V functional and the def2-TZVPD basis.

Geometry (Å):
C (-1.9419, 1.4079, 0.3290)
C (0.2063, -1.9411, -0.6693)
C (-1.0215, 0.3915, -0.4138)
C (1.9165, 0.2086, 1.0753)
O (2.5517, 0.2276, -0.0852)
P (-0.3180, -0.9279, 0.7506)
H (-2.9074, 1.1060, 0.7552)
H (-1.4483, 1.9407, 1.1269)
H (-2.1411, 2.2374, -0.4430)
H (0.5627, -1.4031, -1.5571)
H (-0.5258, -2.8196, -0.9966)
H (0.9797, -2.5514, -0.2787)
H (-0.2763, 0.9886, -0.9580)
H (-1.8144, -0.1535, -1.0956)
H (2.4043, -0.4815, 1.8081)
H (1.4947, 1.1008, 1.5541)
H (2.2789, 0.6693, -0.9019)

Computed properties:
Energy in eV: -15659.639
Charge: 0
HOMO level in eV: -7.58
LUMO level in eV: 0.734

Results of the natural (NBO) charge analysis, in e, for atoms 1 through 5: number 1, C, carries -0.619; number 2, C, carries -0.976; number 3, C, carries -0.710; number 4, C, carries -0.104; number 5, O, carries -0.720

[2]
A molecular structure, C45H54AgGeI2N3OSi2Te in a non-equilibrium geometry. Source: OMol25; level of theory: the ωB97M-V functional and the def2-TZVPD basis.

Geometry (Å):
Ag (1.3349, 0.2837, 0.2966)
I (8.0664, 5.5634, -1.3034)
C (6.2166, 4.5511, -1.0349)
C (5.0725, 5.0785, -1.5884)
C (3.8827, 4.4232, -1.3657)
I (2.1436, 5.2770, -2.2515)
C (3.7430, 3.2302, -0.6138)
O (2.6233, 2.6797, -0.3895)
C (4.9893, 2.7016, -0.1303)
C (4.9872, 1.3929, 0.6085)
N (4.8659, 0.2792, -0.3198)
C (4.8256, -1.0226, 0.3283)
C (3.6955, -1.9157, -0.1692)
C (3.7718, -3.2708, 0.1176)
C (2.6773, -4.0891, -0.2526)
C (1.6657, -3.5784, -0.9789)
C (1.6343, -2.1383, -1.3967)
N (2.6976, -1.3234, -0.7963)
C (6.1790, 3.3627, -0.3291)
H (5.0968, 5.9886, -2.1696)
H (4.1758, 1.3975, 1.3537)
H (5.9371, 1.2825, 1.1495)
H (3.9763, 0.3775, -0.8163)
H (4.7124, -0.9147, 1.4187)
H (5.7878, -1.5359, 0.1559)
H (4.6387, -3.6853, 0.6178)
H (2.6742, -5.1389, 0.0340)
H (0.8975, -4.2159, -1.3875)
H (1.7909, -2.0865, -2.4967)
H (7.0917, 2.9405, 0.0682)
C (2.2122, -0.3704, 5.2267)
C (2.2206, 0.8934, 4.6420)
C (2.3068, 0.9918, 3.2714)
N (2.3713, -0.0648, 2.4441)
C (2.3712, -1.2804, 3.0166)
C (2.3013, -1.4752, 4.3775)
H (2.1729, -0.4935, 6.2993)
H (2.1842, 1.7912, 5.2440)
H (2.3633, 1.9611, 2.7953)
H (2.4527, -2.1169, 2.3353)
H (2.3370, -2.4743, 4.7858)
C (-2.9684, 2.9752, 2.1804)
Si (-1.4544, 4.1221, 1.9544)
C (-2.0159, 5.8433, 2.6025)
C (-0.0666, 3.4862, 3.0876)
C (-0.8147, 4.3448, 0.1935)
Te (-0.0001, 2.5262, -0.7353)
C (-2.0376, 1.8134, -1.0908)
Si (-2.5234, 2.1411, -2.8768)
C (-1.4638, 1.0524, -4.0276)
C (-2.2552, 3.9824, -3.3378)
C (-4.3791, 1.7717, -3.1808)
H (-3.3083, 2.9931, 3.2138)
H (-2.7312, 1.9458, 1.9326)
H (-3.8043, 3.2783, 1.5554)
H (-2.3604, 5.7930, 3.6317)
H (-2.8310, 6.2337, 2.0007)
H (-1.2054, 6.5641, 2.5621)
H (-0.2880, 3.6254, 4.1421)
H (0.8703, 3.9904, 2.8725)
H (0.0861, 2.4263, 2.9148)
H (-0.0121, 5.0781, 0.1804)
H (-1.5930, 4.6915, -0.4804)
H (-2.7045, 2.2964, -0.3873)
H (-2.0553, 0.7476, -0.8805)
H (-0.4118, 1.1632, -3.7793)
H (-1.5884, 1.3016, -5.0782)
H (-1.7171, 0.0042, -3.8978)
H (-1.2366, 4.2860, -3.1106)
H (-2.9297, 4.6330, -2.7864)
H (-2.4232, 4.1616, -4.3963)
H (-4.6360, 0.7926, -2.7898)
H (-4.6207, 1.7869, -4.2406)
H (-5.0163, 2.5010, -2.6881)
C (0.2967, -1.4186, -1.0714)
Ge (-1.2196, -2.6166, -0.7298)
C (-1.4378, -4.1931, -1.9887)
C (-1.5488, -3.8920, -3.3434)
C (-1.4211, -4.8581, -4.3218)
C (-1.1167, -6.1617, -3.9657)
C (-0.9783, -6.4846, -2.6262)
C (-1.1574, -5.5158, -1.6568)
C (-3.0649, -1.8202, -0.7728)
C (-3.5374, -1.0887, 0.3128)
C (-4.8443, -0.6375, 0.3685)
C (-5.7187, -0.9060, -0.6719)
C (-5.2539, -1.5886, -1.7830)
C (-3.9473, -2.0384, -1.8221)
C (-1.2984, -3.2526, 1.1666)
C (-0.6606, -2.4908, 2.1362)
C (-0.7398, -2.8089, 3.4793)
C (-1.4556, -3.9257, 3.8795)
C (-2.1168, -4.6880, 2.9305)
C (-2.0519, -4.3374, 1.5933)
H (-0.0072, -0.8476, -1.9662)
H (-1.6945, -2.8599, -3.6381)
H (-1.5331, -4.5922, -5.3668)
H (-0.9537, -6.9140, -4.7262)
H (-0.7129, -7.4979, -2.3473)
H (-1.0188, -5.7753, -0.6168)
H (-2.8623, -0.8810, 1.1343)
H (-5.1933, -0.0713, 1.2258)
H (-6.7544, -0.5938, -0.6115)
H (-5.9163, -1.7721, -2.6201)
H (-3.6095, -2.5893, -2.6861)
H (-0.0777, -1.6329, 1.8073)
H (-0.2391, -2.1910, 4.2147)
H (-1.5133, -4.1879, 4.9290)
H (-2.6905, -5.5566, 3.2368)
H (-2.5960, -4.9192, 0.8608)

Computed properties:
Energy in eV: -153824.623
Charge: -2
HOMO level in eV: -0.33
LUMO level in eV: 3.494

Results of the Löwdin charge analysis, in e, for atoms 1 through 5: number 1, Ag, carries 0.557; number 2, I, carries 0.698; number 3, C, carries -0.739; number 4, C, carries -0.281; number 5, C, carries -0.590